No. 1
Here is a molecular structure, C26H29N8Ni from the Open Molecules 2025 dataset. Energies are from the ωB97M-V functional and the def2-TZVPD basis.

Each line ends with the natural charge from an NBO analysis.
Geometry (Å):
Ni (1.312, -0.221, 1.125)  1.13
C (-2.654, 3.170, -0.614)  -0.23
C (-1.526, 2.856, -1.362)  -0.20
C (-0.397, 2.337, -0.745)  -0.24
C (-0.388, 2.131, 0.632)  0.13
C (-1.527, 2.429, 1.378)  -0.20
C (-2.651, 2.952, 0.757)  -0.22
N (0.759, 1.585, 1.254)  -0.60
C (1.448, 2.263, 2.170)  0.25
C (1.266, 3.626, 2.545)  -0.29
C (2.094, 4.173, 3.480)  -0.12
C (3.139, 3.444, 4.116)  -0.26
C (3.346, 2.142, 3.787)  -0.17
C (2.503, 1.549, 2.819)  0.06
N (2.572, 0.268, 2.396)  -0.18
N (3.411, -0.580, 2.841)  -0.25
C (3.207, -1.811, 2.234)  0.33
C (4.044, -2.888, 2.500)  -0.23
C (3.787, -4.089, 1.871)  -0.13
C (2.706, -4.196, 1.000)  -0.27
C (1.919, -3.085, 0.785)  0.08
N (2.163, -1.919, 1.386)  -0.51
H (-3.527, 3.591, -1.096)  0.22
H (-1.518, 3.036, -2.430)  0.22
H (0.493, 2.102, -1.313)  0.23
H (-1.518, 2.253, 2.447)  0.22
H (-3.524, 3.198, 1.348)  0.22
H (0.490, 4.215, 2.079)  0.23
H (1.954, 5.213, 3.750)  0.22
H (3.758, 3.935, 4.852)  0.23
H (4.126, 1.548, 4.241)  0.24
H (4.866, -2.754, 3.187)  0.25
H (4.421, -4.944, 2.059)  0.23
H (2.471, -5.128, 0.507)  0.23
H (1.053, -3.104, 0.137)  0.21
N (-0.533, -0.922, 0.679)  -0.56
C (-1.542, -0.850, 0.119)  0.61
N (-2.678, -0.756, -0.515)  -0.47
C (-3.941, -1.063, 0.179)  -0.20
C (-5.038, -0.144, -0.332)  -0.41
C (-5.142, -0.225, -1.852)  -0.40
C (-3.806, 0.135, -2.498)  -0.41
C (-2.690, -0.762, -1.987)  -0.20
H (-3.774, -0.942, 1.248)  0.23
H (-4.201, -2.110, -0.012)  0.19
H (-4.809, 0.881, -0.030)  0.21
H (-5.980, -0.425, 0.140)  0.23
H (-5.923, 0.443, -2.213)  0.23
H (-5.433, -1.239, -2.147)  0.20
H (-3.553, 1.172, -2.269)  0.22
H (-3.860, 0.040, -3.584)  0.23
H (-1.715, -0.412, -2.327)  0.22
H (-2.839, -1.791, -2.335)  0.19
C (3.292, -1.555, -3.876)  -0.40
N (2.037, -1.604, -3.129)  -0.46
C (1.077, -2.651, -3.454)  -0.39
C (1.893, -0.889, -2.038)  0.53
N (1.773, -0.259, -1.074)  -0.52
H (3.075, -1.478, -4.941)  0.21
H (3.884, -2.454, -3.694)  0.20
H (3.861, -0.682, -3.571)  0.23
H (0.676, -2.496, -4.456)  0.21
H (0.258, -2.629, -2.739)  0.21
H (1.556, -3.631, -3.412)  0.21

- Multiplicity: 1
- HOMO (alpha / beta): -9.71 / -9.66 eV
- LUMO energy (alpha / beta): -3.66 / -3.69 eV
- Charge: +1

***

No. 2
Here is a molecular structure, C26H30AgFN5O5S in a non-equilibrium geometry from the Open Molecules 2025 dataset. Energies are from the ωB97M-V functional and the def2-TZVPD basis.

Each line ends with the natural charge from an NBO analysis.
Geometry (Å):
Ag (-0.438, -0.400, 0.160)  0.88
C (6.017, -4.256, 1.535)  -0.61
C (6.428, -3.281, 0.429)  -0.02
C (7.691, -2.530, 0.852)  -0.39
C (7.946, -1.325, -0.045)  -0.42
C (6.754, -0.418, 0.045)  -0.01
C (6.880, 0.966, 0.044)  -0.26
C (5.737, 1.746, 0.066)  0.38
F (5.860, 3.105, 0.050)  -0.34
C (4.477, 1.198, 0.108)  -0.28
C (4.329, -0.196, 0.183)  -0.07
C (3.005, -0.788, 0.372)  0.50
O (2.080, -0.092, 0.855)  -0.68
C (2.937, -2.169, -0.004)  -0.28
C (4.086, -2.875, -0.096)  0.10
N (5.331, -2.366, 0.151)  -0.38
C (5.483, -1.005, 0.141)  0.15
C (1.630, -2.950, -0.370)  0.79
O (1.820, -4.083, -0.810)  -0.73
O (0.546, -2.372, -0.193)  -0.78
H (6.844, -4.922, 1.767)  0.21
H (5.162, -4.855, 1.236)  0.23
H (5.751, -3.706, 2.436)  0.21
H (6.636, -3.851, -0.487)  0.19
H (8.537, -3.218, 0.815)  0.22
H (7.578, -2.185, 1.882)  0.21
H (8.091, -1.656, -1.081)  0.22
H (8.851, -0.800, 0.274)  0.22
H (7.851, 1.432, -0.016)  0.23
H (3.601, 1.819, 0.034)  0.23
H (4.015, -3.913, -0.382)  0.25
N (0.406, 1.924, -0.557)  -0.84
C (-0.546, 2.656, 0.269)  -0.19
C (-0.307, 4.166, 0.334)  -0.42
C (1.030, 4.581, 0.959)  -0.42
C (1.069, 4.504, 2.494)  -0.22
N (0.747, 3.208, 3.064)  -0.58
C (1.459, 2.089, 2.846)  0.69
N (2.745, 2.159, 2.473)  -0.80
N (0.969, 0.905, 3.170)  -0.77
C (-1.991, 2.307, -0.298)  0.78
O (-2.810, 3.219, -0.339)  -0.74
O (-2.109, 1.115, -0.632)  -0.79
H (1.362, 2.210, -0.374)  0.33
H (0.203, 2.102, -1.536)  0.37
H (-0.536, 2.211, 1.268)  0.18
H (-1.140, 4.617, 0.876)  0.23
H (-0.349, 4.548, -0.690)  0.21
H (1.245, 5.618, 0.683)  0.21
H (1.833, 3.973, 0.532)  0.18
H (0.342, 5.206, 2.903)  0.22
H (2.064, 4.800, 2.848)  0.19
H (-0.227, 3.043, 3.275)  0.42
H (3.121, 3.028, 2.130)  0.40
H (3.113, 1.311, 2.049)  0.44
H (-0.037, 0.741, 3.232)  0.45
H (1.427, 0.099, 2.748)  0.45
S (-1.546, -0.744, 2.544)  -0.64
C (-2.540, -1.651, 1.420)  -0.16
C (-3.678, -1.061, 0.869)  -0.23
C (-4.508, -1.793, 0.045)  -0.21
C (-4.243, -3.127, -0.222)  -0.28
C (-3.122, -3.720, 0.336)  -0.16
C (-2.271, -2.996, 1.150)  -0.26
H (-3.889, -0.023, 1.081)  0.23
H (-5.372, -1.314, -0.396)  0.20
H (-4.901, -3.696, -0.868)  0.19
H (-2.902, -4.761, 0.132)  0.19
H (-1.392, -3.463, 1.574)  0.22

- Multiplicity: 1
- HOMO: -3.30 eV
- LUMO energy: 1.76 eV
- Charge: -1

***

No. 3
Here is a molecular structure, C26H30BrN2O7P2Tl in a non-equilibrium geometry from the Open Molecules 2025 dataset. Energies are from the ωB97M-V functional and the def2-TZVPD basis.

Each line ends with the Löwdin charge.
Geometry (Å):
Tl (1.276, 0.641, 0.036)  1.11
C (-2.912, 2.349, -1.653)  -0.03
C (-2.025, 1.957, -2.795)  -0.20
C (-2.190, 2.603, -4.013)  -0.05
C (-1.439, 2.247, -5.116)  -0.07
C (-0.530, 1.211, -5.015)  -0.04
C (-0.334, 0.539, -3.817)  -0.20
C (0.613, -0.612, -3.755)  -0.02
C (-1.066, 0.944, -2.693)  -0.20
N (-0.844, 0.330, -1.444)  0.11
C (-1.486, -0.708, -1.088)  -0.26
C (-2.454, -1.421, -1.985)  0.02
C (-1.310, -1.260, 0.277)  -0.25
C (-2.479, -1.989, 0.872)  0.02
N (-0.205, -1.099, 0.889)  0.11
C (0.107, -1.852, 2.038)  -0.20
C (0.516, -3.180, 1.840)  -0.19
C (0.633, -3.763, 0.466)  -0.01
C (0.824, -3.938, 2.960)  -0.04
C (0.727, -3.415, 4.236)  -0.07
C (0.339, -2.102, 4.414)  -0.04
C (0.039, -1.305, 3.320)  -0.21
C (-0.360, 0.121, 3.516)  -0.02
H (-3.871, 2.686, -2.036)  0.09
H (-2.462, 3.169, -1.095)  0.09
H (-3.084, 1.518, -0.974)  0.06
H (-2.927, 3.388, -4.088)  0.11
H (-1.582, 2.756, -6.057)  0.10
H (0.038, 0.908, -5.882)  0.11
H (0.953, -0.878, -4.751)  0.09
H (0.151, -1.488, -3.301)  0.09
H (1.487, -0.366, -3.157)  0.05
H (-2.238, -1.173, -3.022)  0.09
H (-3.476, -1.107, -1.775)  0.10
H (-2.382, -2.497, -1.847)  0.10
H (-3.406, -1.488, 0.606)  0.09
H (-2.374, -2.004, 1.956)  0.10
H (-2.533, -3.018, 0.523)  0.10
H (1.197, -3.097, -0.185)  0.06
H (-0.350, -3.928, 0.022)  0.08
H (1.149, -4.717, 0.505)  0.09
H (1.139, -4.962, 2.828)  0.11
H (0.962, -4.030, 5.092)  0.10
H (0.275, -1.681, 5.407)  0.11
H (-0.691, 0.288, 4.537)  0.09
H (-1.165, 0.397, 2.839)  0.07
H (0.505, 0.757, 3.322)  0.09
O (5.374, 0.778, 1.305)  -0.07
P (4.005, 0.381, 0.617)  0.17
O (3.587, 1.391, -0.445)  -0.35
O (2.934, 0.184, 1.650)  -0.30
O (4.377, -0.993, -0.124)  -0.23
P (3.458, -1.410, -1.442)  0.23
O (3.923, -0.294, -2.481)  -0.12
O (3.726, -2.772, -1.871)  -0.23
O (2.004, -1.101, -1.034)  -0.38
H (6.105, 0.726, 0.688)  0.09
H (3.903, 0.557, -2.009)  0.03
Br (-1.793, 5.039, 4.198)  0.73
C (-0.887, 3.980, 2.906)  -0.68
C (-1.631, 3.162, 2.072)  -0.13
C (-0.962, 2.338, 1.182)  -0.17
C (0.421, 2.349, 1.105)  -0.24
C (1.156, 3.205, 1.911)  -0.09
C (0.496, 4.021, 2.824)  -0.11
H (-2.711, 3.148, 2.126)  0.11
H (-1.526, 1.681, 0.540)  0.06
H (2.233, 3.233, 1.842)  0.11
H (1.055, 4.669, 3.482)  0.10

- Multiplicity: 1
- HOMO: -9.01 eV
- LUMO energy: -1.01 eV
- Charge: 0

***

These records have energy values of -80390.8652 -62692.6225 -138082.5447 eV, in the order they appear.
These records have ΔE to the lowest compared entry with this formula, charge and spin values of 4.1 24.0 11.6 kcal per mole, in the order they appear.